Computed, not measured: one molecule with the formula C4H5NO2, with ωB97M-V/def2-TZVPD.

Structure (ORCA input):
```
! RIJCOSX wB97M-V def2-TZVPD def2/J DEFGRID3
* xyz 0 1
O 1.243 0.372 -1.551
O 1.350 -1.550 0.122
N -0.608 -0.458 1.315
C 0.411 -0.625 0.360
C -1.194 0.728 0.678
C -0.980 -0.448 -0.176
C 1.526 -0.010 -0.295
H -2.199 0.929 1.029
H 0.265 0.231 -1.578
H -0.559 1.607 0.538
H -1.710 -1.152 -0.551
H 2.455 0.376 0.108
*
```

E_HOMO in eV: -10.07
Electronic energy in hartree: -360.4994
SMILES: O[C@@H]1O[C@]12[C@@H]1CN12
Energy above the lowest of the compared OMol25 structures with the same formula, charge and spin in kcal/mol: 106.7
HOMO-LUMO gap in hartree: 0.4019
Molar mass in g/mol: 99.09
F_max in Eh/bohr: 0.016

Computed, not measured: one molecule with the formula C6H9NO, with ωB97M-V/def2-TZVPD.

Structure (ORCA input):
```
! RIJCOSX wB97M-V def2-TZVPD def2/J DEFGRID3
* xyz 0 1
O -2.359 -0.114 -0.178
N 1.823 0.436 1.134
C -0.111 -0.966 0.675
C 0.786 0.096 0.374
C -0.120 -2.288 0.691
C -1.352 0.222 0.479
C -0.292 0.863 -1.837
C -0.061 1.046 -0.348
H 0.509 1.312 -2.430
H -1.438 0.720 1.463
H 0.121 2.089 -0.075
H 0.731 -2.888 0.381
H -1.244 1.323 -2.100
H -0.373 -0.194 -2.090
H 2.239 1.352 1.063
H 2.171 -0.190 1.845
H -1.029 -2.818 0.955
*
```

E_HOMO in eV: -7.68
Electronic energy in hartree: -363.8831
Energy above the lowest of the compared OMol25 structures with the same formula, charge and spin in kcal/mol: 88.6
HOMO-LUMO gap in hartree: 0.2731
Molar mass in g/mol: 111.14
F_max in Eh/bohr: 0.009

Computed, not measured: one molecule with the formula C3H4N2 at a distorted geometry, with ωB97M-V/def2-TZVPD.

Structure (ORCA input):
```
! RIJCOSX wB97M-V def2-TZVPD def2/J DEFGRID3
* xyz 0 1
N 3.340 -0.047 -0.069
N -0.578 0.684 0.081
C 0.629 -0.284 0.080
C -1.849 0.518 -0.106
C 2.204 -0.038 0.003
H 0.542 -0.774 1.061
H -2.442 1.399 0.072
H -2.334 -0.402 -0.435
H 0.489 -1.055 -0.687
*
```

E_HOMO in eV: -9.88
Electronic energy in hartree: -226.1297
SMILES: C=NCC#N
Energy above the lowest of the compared OMol25 structures with the same formula, charge and spin in kcal/mol: 59.9
HOMO-LUMO gap in hartree: 0.3884
Molar mass in g/mol: 68.08
F_max in Eh/bohr: 0.089

Computed, not measured: C27H54OP2SiTi as an isolated structure at a distorted geometry, with ωB97M-V/def2-TZVPD.

Structure (ORCA input):
```
! RIJCOSX wB97M-V def2-TZVPD def2/J DEFGRID3
* xyz 2 1
Ti -0.113 0.051 0.918
P 1.710 1.941 0.652
P 0.922 -2.288 0.051
Si 0.502 -0.400 4.375
O 0.355 -0.234 2.708
C -1.996 0.958 1.468
C -2.165 1.695 2.758
C -3.126 -1.745 -0.913
C -0.110 1.603 -4.679
C 1.564 0.513 -3.189
C -0.057 -1.664 -4.408
C -2.499 -1.582 2.125
C -1.101 -0.840 -4.541
C -2.525 -0.560 -0.242
C 1.748 -1.751 4.676
C 1.956 3.329 -0.521
C -1.182 -0.748 5.192
C 1.383 -3.146 1.608
C -2.851 1.112 -2.171
C 1.477 2.873 2.208
C 2.444 -2.516 -0.947
C -1.783 3.107 -0.002
C 2.159 -0.244 -4.346
C -2.247 -0.467 1.172
C -2.364 0.724 -0.823
C 0.922 1.239 5.208
C -0.171 -3.537 -0.727
C 3.399 1.279 0.894
C -0.990 0.465 -5.282
C -1.906 1.631 0.179
C 0.535 1.357 -3.343
C 1.286 -1.352 -5.009
H 0.148 1.946 -2.509
H 2.197 -2.602 2.102
H 2.950 -3.449 -0.659
H -2.955 0.242 -2.827
H 1.171 -1.066 -6.067
H -1.371 1.500 3.497
H 2.336 3.541 2.353
H -2.112 -1.135 -4.229
H -2.875 -1.788 -1.985
H 4.052 2.052 1.322
H 3.820 0.949 -0.063
H -3.576 -1.749 2.299
H -1.092 3.547 0.728
H 3.368 0.423 1.578
H 2.372 2.965 -1.467
H 0.225 2.027 4.897
H -2.800 -2.685 -0.448
H -3.848 1.585 -2.115
H -2.190 2.780 2.589
H 0.522 -3.184 2.288
H -2.030 -1.398 3.096
H -2.106 -2.526 1.721
H 3.133 -1.676 -0.788
H 1.000 3.828 -0.726
H 2.048 0.373 -2.221
H 0.832 1.172 6.309
H -2.745 3.644 0.090
H 1.979 -1.769 5.750
H -0.739 2.505 -4.586
H 1.355 -2.733 4.376
H 1.948 1.569 5.018
H 0.438 -4.357 -1.134
H -4.229 -1.720 -0.848
H -1.135 -0.594 6.286
H -0.873 -3.954 0.009
H 3.097 -0.708 -4.001
H -0.595 0.281 -6.295
H -2.174 1.821 -2.661
H 2.645 4.073 -0.091
H -3.122 1.447 3.251
H -1.529 -1.779 5.059
H 1.718 -4.172 1.405
H -0.743 -3.079 -1.545
H -2.006 0.870 -5.419
H -0.159 -2.655 -3.953
H -1.383 3.338 -0.996
H -1.961 -0.063 4.825
H 2.449 0.457 -5.150
H 0.568 3.484 2.162
H 0.658 1.848 -5.434
H 2.673 -1.576 4.107
H 2.185 -2.579 -2.012
H 1.407 2.205 3.072
H 1.881 -2.280 -5.005
*
```

E_HOMO (alpha / beta) in eV: -13.95 / -13.95
Electronic energy in hartree: -2957.6551
HOMO-LUMO gap (alpha / beta) in hartree: 0.2425 / 0.2424
Molar mass in g/mol: 532.63
F_max in Eh/bohr: 0.062